A molecular structure, C40H33BiCl3GeN14O5S2 at a distorted geometry, computed with the ωB97M-V functional and the def2-TZVPD basis.

```
99
Properties=species:S:1:pos:R:3:forces:R:3
N -5.722429 1.926715 5.404671 0.961 -0.168 -0.082
N 0.678619 1.078891 4.248249 -0.410 0.321 -0.604
C -4.466385 1.613596 5.251985 -0.472 -0.311 -0.213
C -4.860332 -3.026433 2.285723 -0.329 0.413 0.049
C 1.278394 -0.504096 3.057846 0.339 0.790 1.055
C 0.541925 1.903635 5.437883 0.116 0.321 0.114
C 0.267727 1.326013 2.988524 -0.004 0.370 0.854
N -1.030478 -1.848162 0.808216 -1.557 -2.928 -0.281
N -2.498396 -3.302637 1.522452 -0.358 1.252 -0.118
H 0.577478 -3.329881 0.839460 -2.787 -1.786 -3.609
C -3.913403 4.480018 0.545508 0.042 -0.503 0.040
H -5.757738 3.427954 0.893359 0.088 -0.020 -0.031
Ge -1.955533 0.744694 -1.839458 0.355 0.397 0.258
C -4.107134 2.058240 0.663813 0.837 0.241 0.467
C -2.302466 -2.035978 1.090935 -0.466 -0.821 0.749
S 3.443631 1.499644 -2.950444 -0.258 -0.263 0.303
C -0.820223 2.534362 5.590266 -0.548 0.279 0.043
H -8.099351 -2.469169 1.407095 0.129 0.020 0.072
S -1.340717 5.519963 0.080480 -1.115 -0.157 0.343
Cl -3.782740 -0.390614 -1.475956 -1.269 -0.706 -0.579
C -3.715081 -3.959694 1.977965 -0.178 -0.282 0.044
C 0.866180 -3.015837 2.080795 3.782 -0.016 4.262
C -6.088125 -3.189931 1.641645 0.087 0.044 0.001
H 0.072846 -4.500466 -2.981753 -0.112 0.088 -0.044
C -5.776531 -1.101662 3.477206 -0.102 -0.640 -0.322
Cl -2.391773 2.891444 -1.670069 -1.142 0.131 -9.425
H -0.046984 4.486231 6.108660 -0.037 -0.129 -0.115
H -3.780228 -1.873590 3.750034 -0.132 0.056 -0.092
C 2.481537 -4.727230 2.697344 0.723 0.491 -0.762
H 0.742710 1.271856 6.307755 0.140 -0.090 -0.307
H 0.500738 -4.549337 3.538794 0.014 0.064 -0.217
O -1.229798 6.268313 1.314199 0.479 0.236 -0.721
C -1.257084 -2.256166 -5.131821 -0.017 0.095 0.139
N -0.571644 -2.699300 -3.892144 0.258 0.271 0.376
H -6.230127 -3.985964 0.915480 0.138 0.084 0.059
H -0.271793 2.213731 2.696969 0.002 -0.119 0.046
H -3.456717 -4.528211 2.877209 0.114 0.017 -0.170
H -3.991209 -4.671507 1.193983 -0.144 0.021 0.201
O -4.303472 0.422334 4.604655 -0.735 0.433 0.110
O -1.261409 0.632938 1.321747 -5.548 1.204 5.303
C -2.737698 1.898923 0.437591 -1.995 1.262 3.001
H 1.327581 2.662361 5.373872 -0.200 0.071 0.276
C 2.892136 -1.365637 -0.288519 -0.035 0.408 -0.357
H -2.337166 -2.400596 -5.038168 0.051 0.033 -0.022
C 1.216837 -4.135961 2.837095 0.166 0.346 0.244
H -0.124928 -2.536748 2.183661 2.531 1.384 3.633
C -6.994641 -1.294895 2.823050 -0.242 0.009 -0.151
C -3.254424 2.366635 5.547272 0.586 0.438 0.301
N 0.609093 0.320644 2.197319 2.770 -0.243 3.586
C 1.827773 -2.485157 1.165844 3.240 0.545 1.141
H 4.409123 -4.689531 1.709407 -0.073 0.050 0.005
C -5.592218 0.063171 4.334874 0.130 0.580 0.343
H -7.823755 -0.615166 2.999979 0.213 -0.020 0.056
N -1.339056 -4.015779 1.467477 -0.292 0.347 -1.084
H 1.138220 2.097678 -2.314415 0.066 0.078 0.007
C 3.069135 -3.098725 1.058129 -0.574 0.278 0.117
C 3.435771 -4.225136 1.807642 -0.160 -0.819 0.602
H -2.265907 5.511155 6.380886 0.012 -0.143 -0.062
C -0.485011 -3.094824 1.022043 -5.643 -2.838 -4.350
C -0.605784 -4.169098 -3.771844 0.186 0.190 0.766
C -1.946169 3.049418 0.257183 -0.830 1.520 3.031
C -4.727901 -1.998881 3.229695 0.052 0.050 -0.180
H -0.286809 -4.636045 -4.705550 -0.027 0.277 0.039
N 1.345584 -0.086410 4.312626 -0.293 -0.386 -0.932
C 1.938853 1.396034 -2.122499 -0.097 -0.083 0.100
O 0.171395 2.161048 -0.070610 1.974 3.536 -0.679
N 3.739056 -2.348727 0.107352 -0.062 0.195 -0.124
H -4.342316 5.473434 0.585335 -0.003 -0.040 -0.008
N 1.727388 -1.397636 0.313425 3.127 -4.126 1.664
H 2.726078 -5.597846 3.298230 -0.019 0.140 -0.071
C -0.469220 3.247831 0.002432 -1.015 -0.437 1.094
C -0.456806 -1.939669 -2.771932 -0.183 -0.255 0.112
H -4.309875 4.192421 6.006494 0.093 -0.180 -0.073
H -1.909101 0.728260 5.167692 -0.028 0.172 -0.059
H -4.725479 1.177689 0.801880 0.018 0.048 -0.083
H 1.727986 -1.419895 2.764720 0.379 0.457 0.523
C -4.691287 3.334662 0.715836 -0.102 0.038 -0.106
O -1.648472 6.191518 -1.163303 0.667 0.181 0.547
N 1.824548 0.423601 -1.251733 4.662 2.280 -4.030
C -3.339535 3.714233 5.903696 -0.040 0.297 0.058
H -0.891363 -2.827431 -5.989154 0.116 -0.204 0.381
C -2.186540 4.463700 6.108053 -0.105 -0.319 0.012
N -6.454792 0.918332 4.805867 0.585 -0.729 -0.420
N -0.080378 4.486933 -0.100852 0.737 -0.294 -0.115
C -0.933818 3.878565 5.949253 -0.062 -0.051 -0.053
N -0.360851 -1.278682 -1.795160 -0.219 -5.174 -4.956
H 4.676140 -2.505545 -0.226589 -0.061 0.046 0.004
C -7.150186 -2.335447 1.916359 0.129 0.068 0.212
H -3.081276 -1.293294 1.010543 0.076 -0.021 0.109
Bi -0.002192 0.007092 -0.001956 -0.388 1.479 -1.479
C 3.004569 -0.278290 -1.247385 0.648 -0.658 0.157
C -2.564021 4.298878 0.323871 0.117 0.413 2.223
H -1.062854 -1.212861 -5.327056 0.000 -0.214 -0.114
H 4.993803 -0.281632 -2.226730 -0.050 -0.006 0.065
C 4.006302 0.125350 -2.078606 -0.561 0.267 0.027
C -1.988502 1.783110 5.422973 0.098 -0.071 -0.154
H -2.286778 0.912286 0.401170 -0.544 -0.342 -0.148
H -1.618442 -4.504529 -3.530046 0.035 -0.052 -0.052
Cl -1.292609 0.381987 -3.869104 -0.448 1.524 -1.767
```
Positions in Å, forces in eV/Å.

Calculated values
- spin multiplicity = 2
- largest force on an atom (eV/A) = 9.50
- energy above the lowest of the compared OMol25 structures with the same formula, charge and spin (kcal/mol) = 464.3
- electronic energy (hartree) = -7154.76559